Formula: C17H22N2O3
Source: the OMol25 dataset
Level of theory: the ωB97M-V functional and the def2-TZVPD basis

```
44
Properties=species:S:1:pos:R:3:forces:R:3
C -4.9261 -2.6214 0.9927 0.16 0.06 -0.20
C -4.3692 -1.9709 -0.2680 -0.18 0.00 -0.02
C -5.1172 -0.6974 -0.6605 0.17 -0.07 0.03
H -6.1904 -0.8977 -0.6760 -0.04 0.02 -0.07
H -4.8187 -0.3972 -1.6678 -0.09 0.03 -0.03
C -4.8582 0.4771 0.2980 -0.11 0.05 -0.33
C -3.4466 0.9216 0.2251 0.21 -0.30 0.54
N -2.4542 0.4448 0.8948 -0.52 -0.34 0.33
C -1.3509 1.1435 0.4587 -0.01 0.78 -0.81
C -0.0125 1.0673 0.8123 -0.14 0.11 -0.14
C 0.8641 1.9276 0.1702 -0.11 0.18 0.12
C 0.4143 2.8502 -0.7812 0.12 -0.09 0.07
C -0.9148 2.9314 -1.1514 -0.41 -0.02 -0.09
C -1.7836 2.0634 -0.5188 0.99 -0.48 0.66
O -3.1248 1.9068 -0.6560 -0.29 0.22 -0.29
H -1.2601 3.6387 -1.8878 0.00 0.10 -0.09
H 1.1357 3.5161 -1.2295 0.06 0.09 -0.03
C 2.3137 1.9602 0.5566 -0.14 -0.02 -0.05
O 2.8103 2.9455 1.0721 0.03 0.29 0.02
N 3.0249 0.8388 0.3073 0.19 -0.10 0.04
C 4.4217 0.7935 0.7074 0.27 0.12 0.34
H 5.0610 1.1801 -0.0945 -0.01 0.04 0.08
C 4.8214 -0.6345 1.0440 0.03 0.00 -0.36
H 4.1862 -1.0123 1.8454 0.00 -0.01 0.06
H 5.8564 -0.6544 1.3831 -0.01 -0.04 0.08
C 4.7100 -1.5445 -0.1877 -0.45 -0.07 0.18
C 3.6479 -0.9990 -1.1589 0.01 -0.07 0.24
C 2.5153 -0.3184 -0.3971 -0.23 -0.34 -0.35
H 1.7326 -0.0013 -1.0912 0.09 -0.13 0.14
H 2.0724 -1.0363 0.3066 -0.07 0.02 -0.09
H 4.1226 -0.2711 -1.8203 0.03 0.00 -0.02
H 3.2415 -1.8038 -1.7742 0.01 0.02 -0.04
O 5.9838 -1.5966 -0.7958 0.37 0.00 -0.16
H 5.9331 -2.1295 -1.5964 -0.01 0.03 0.03
H 4.4221 -2.5576 0.1389 0.00 0.18 -0.04
H 4.5339 1.4517 1.5718 0.06 -0.07 -0.17
H 0.3191 0.3767 1.5703 0.07 -0.13 0.10
H -5.0785 0.1758 1.3208 0.03 0.11 0.02
H -5.4979 1.3164 0.0209 -0.03 -0.01 0.11
H -3.3148 -1.7366 -0.1128 0.03 -0.08 -0.10
H -4.4399 -2.6811 -1.0952 0.07 0.02 -0.02
H -5.9909 -2.8188 0.8852 -0.13 -0.04 0.04
H -4.4202 -3.5651 1.1815 0.00 -0.09 0.10
H -4.7746 -1.9817 1.8575 -0.02 0.02 0.17
```
Forces are in eV/Å.

Results
HOMO: -8.83 eV
molecular weight: 302.4 g/mol
relative energy (zero: lowest compared OMol25 entry of this formula, charge and spin): 34.7 kcal per mole
SMILES: CCCCc1nc2cc(C(=O)N3CCC(O)CC3)ccc2o1
total charge: 0
gap between HOMO and LUMO: 9.486 eV

Formula: C23H39Cl2CrN6O3
Source: the OMol25 dataset
Level of theory: the ωB97M-V functional and the def2-TZVPD basis

```
74
Properties=species:S:1:pos:R:3:forces:R:3
O -2.0985 -2.9636 -0.0033 -1.06 1.25 0.44
C -1.6529 -3.8986 -0.7012 2.41 -1.54 -0.74
C -0.4795 -4.6878 -0.2381 -1.87 0.99 -0.90
C 0.1755 -4.2446 0.9281 0.56 -0.03 0.84
H -0.1084 -3.2481 1.2842 0.29 -0.44 -0.05
C 1.1192 -5.0463 1.5739 -0.81 0.56 -0.53
H 1.6185 -4.6496 2.4744 -0.27 -0.49 -0.40
C 1.4119 -6.3076 1.0253 0.51 -0.10 0.35
H 1.9975 -7.0068 1.6251 0.17 0.14 -0.41
C 0.9448 -6.6596 -0.2572 -0.70 0.49 -0.21
H 1.3481 -7.5637 -0.7385 -0.42 0.37 0.21
C -0.0170 -5.8471 -0.8880 0.90 -0.79 0.19
H -0.4444 -6.0856 -1.8679 0.24 -0.13 0.28
H -1.9358 -3.9760 -1.7874 0.00 -0.32 0.57
C 0.7202 -0.5096 -3.3038 0.06 0.69 -1.34
C 1.7176 -0.5317 -2.2155 -1.08 -1.63 1.98
H 1.0617 -0.9917 -4.2335 -0.08 0.15 0.02
H 0.4327 0.5467 -3.5149 0.10 -0.63 -0.30
H -0.2151 -1.0245 -2.9981 0.58 0.14 0.05
C 2.6504 -1.4097 -1.8421 -0.15 -0.38 -0.29
C 3.5551 -2.2138 -2.7243 -0.17 -0.36 -0.26
H 2.7922 -1.6381 -0.7719 0.33 0.81 -0.47
H 3.2835 -3.2786 -2.6846 0.11 0.11 -0.21
H 4.5780 -2.1371 -2.3383 -0.07 0.01 -0.10
H 3.5595 -1.8458 -3.7597 -0.08 -0.24 0.19
Cr 1.2047 0.7589 -0.7802 0.15 -0.35 -0.41
Cl 1.2365 -0.6489 0.9998 -0.13 0.50 0.01
Cl 3.1584 1.6969 -1.6185 0.47 0.26 -0.26
H -2.7560 -2.9564 3.9229 0.21 0.01 -0.10
H -1.6232 -0.8362 4.8400 -0.06 0.03 0.10
C -1.9908 -2.8625 3.1320 -0.21 -0.07 -0.04
C -1.0608 -0.7342 3.9090 0.06 -0.15 -0.19
N -1.7280 -1.4596 2.8518 -0.33 0.27 -0.03
H -2.3398 -3.3638 2.2225 0.19 0.16 0.13
C -2.3009 -0.8026 1.8147 -0.17 0.07 -0.26
O -2.1861 0.4094 1.5813 0.01 -0.54 0.32
H -0.9989 0.3088 3.6329 0.05 0.20 -0.04
H -2.9030 -1.4506 1.1451 0.43 0.07 0.44
H -1.0623 -3.3458 3.4777 -0.35 0.14 -0.19
H -0.0592 -1.1366 4.0673 0.06 0.04 -0.04
H -3.3423 3.2284 -3.0690 0.18 -0.10 0.01
H -5.0283 1.4024 -2.0547 0.28 -0.26 -0.05
C -2.7119 2.3670 -3.3245 -0.15 -0.39 0.33
C -4.2553 0.6666 -2.3359 0.02 0.07 0.05
N -2.9326 1.2913 -2.3495 -0.06 -0.16 0.14
H -1.6580 2.6515 -3.3289 -0.21 -0.09 0.01
C -1.9892 0.8499 -1.5060 0.78 0.20 -0.10
O -0.8187 1.3122 -1.5177 -0.75 -0.64 0.51
H -4.2503 -0.1623 -1.6098 -0.07 0.34 -0.35
H -2.3193 0.0534 -0.7983 0.43 0.48 -0.44
H -3.0214 2.0077 -4.3121 0.18 0.06 0.09
H -4.4937 0.2801 -3.3411 0.10 0.06 0.38
C 2.4282 2.7943 1.1418 0.22 0.70 0.27
N 1.1604 2.5865 0.3435 -0.32 1.55 0.64
C 0.9625 3.7104 -0.6569 0.18 0.62 0.21
N 1.0773 5.0448 -0.0430 -0.12 -0.25 0.15
C 2.3740 5.1490 0.6537 -0.27 -0.41 0.02
N 2.4967 4.1470 1.7351 -0.22 -0.05 -0.18
C 1.3704 4.3032 2.6628 -0.15 -0.23 -0.40
N 0.0828 4.1138 1.9699 0.08 0.17 -0.12
C 0.0456 2.7700 1.3239 -0.04 0.56 0.41
C -0.0028 5.1772 0.9480 0.32 -0.52 0.02
H 3.3183 2.6772 0.5215 -0.46 -0.13 -0.02
H 2.4532 2.0496 1.9554 -0.16 0.18 -0.41
H -0.0575 3.6283 -1.0692 0.41 -0.19 0.18
H 1.6902 3.6426 -1.4694 -0.10 -0.17 0.33
H 2.4691 6.1652 1.0674 0.00 -0.33 -0.04
H 3.1660 4.9690 -0.0832 -0.07 0.09 0.19
H 1.4555 3.5371 3.4399 0.04 0.18 0.03
H 1.4019 5.3141 3.1048 -0.07 -0.39 -0.08
H -0.9148 2.6590 0.8091 0.22 -0.07 0.10
H 0.1178 1.9976 2.0982 -0.01 0.13 -0.23
H 0.0817 6.1677 1.4246 -0.13 -0.36 -0.04
H -0.9609 5.0902 0.4288 0.02 0.09 0.04
```
Forces are in eV/Å.

Results
HOMO (spin up / spin down): -1.11 / -4.73 eV
molecular weight: 570.5 g/mol
multiplicity: 5
relative energy (zero: lowest compared OMol25 entry of this formula, charge and spin): 46.8 kcal per mole
total charge: -1
gap between HOMO and LUMO (spin up / spin down): 3.270 / 6.891 eV

Formula: C23H48N18O7
Source: the OMol25 dataset
Level of theory: the ωB97M-V functional and the def2-TZVPD basis

```
96
Properties=species:S:1:pos:R:3:forces:R:3
C 0.9576 -0.8692 -0.4210 1.40 -0.42 0.44
O 0.9204 -1.9826 -0.9713 -0.60 0.64 -0.73
N 1.1397 -0.7619 0.9142 -0.82 -0.31 0.35
N 1.0139 0.3126 -1.1037 -0.52 -1.00 0.56
H 1.1331 -1.6225 1.5036 0.20 0.80 -0.97
H 1.2451 0.1526 1.3212 0.18 0.12 0.40
H 0.9924 0.3018 -2.1033 0.09 0.23 -0.06
H 1.1265 1.1304 -0.5374 -0.12 0.47 -0.50
C -0.4101 1.1028 5.9102 -0.34 -0.07 0.64
O -1.3836 0.9385 6.6381 0.65 0.32 -0.36
N -0.0543 0.1471 4.9839 -0.47 0.17 0.34
N 0.4269 2.1859 5.9349 0.29 -0.17 -0.77
H 0.6840 0.2363 4.3102 -0.09 0.22 -0.12
H -0.6159 -0.6823 5.0552 0.12 -0.10 -0.32
H 0.4572 2.9002 6.6330 -0.51 -0.18 0.31
H 1.2008 2.1616 5.2974 0.21 0.12 0.00
C -2.2908 1.5182 0.9883 0.75 0.34 0.99
O -1.2278 1.8462 0.4256 -0.89 -0.64 -0.04
N -3.3156 2.4149 1.1276 0.44 -0.40 -0.42
N -2.4550 0.3169 1.5994 -0.38 0.69 -0.46
H -3.1216 3.3465 0.8048 -0.10 0.10 0.00
H -4.0772 2.2684 1.7616 -0.07 -0.02 0.03
H -1.7650 -0.4100 1.5318 0.19 0.08 -0.03
H -3.2825 0.1830 2.1487 0.01 -0.41 0.05
C 1.1236 -4.2920 1.4314 0.89 -0.49 0.76
O 1.4466 -3.2610 2.0563 -0.61 -0.46 -0.94
N 0.9817 -5.4388 2.1613 0.03 -0.10 0.22
N 1.0321 -4.4219 0.0914 -0.37 0.29 0.29
H 1.2033 -5.3936 3.1397 -0.04 0.18 0.00
H 0.6966 -6.3343 1.8152 -0.10 0.08 -0.32
H 0.8794 -3.5754 -0.4874 0.41 -0.15 0.35
H 0.9555 -5.3554 -0.2637 -0.21 0.02 -0.22
C 3.4235 -2.1581 4.8616 0.22 0.98 -0.57
O 3.8402 -1.6281 5.8987 -0.39 -0.96 -0.93
N 4.1703 -3.0389 4.1025 -0.06 0.40 1.15
N 2.2249 -1.8056 4.2840 0.76 -0.18 0.75
H 5.0803 -3.2215 4.4841 0.03 -0.26 -0.29
H 3.8323 -3.4533 3.2568 0.01 -0.01 -0.10
H 1.7455 -1.1300 4.8581 -0.24 -0.32 -0.36
H 1.9282 -2.1843 3.3833 -0.07 0.21 0.82
C -3.2976 -2.7663 -0.0101 -1.85 -1.72 -0.55
O -3.7304 -3.6174 0.7755 1.02 0.55 -0.13
N -2.1302 -2.8774 -0.6982 -0.64 0.60 1.33
N -4.1973 -1.8069 -0.4627 1.19 -0.07 0.03
H -1.5910 -3.6999 -0.5052 0.34 0.16 -0.06
H -1.8156 -2.1379 -1.2959 0.32 -0.25 -0.27
H -5.0791 -1.8468 0.0142 0.03 0.38 0.15
H -3.8008 -0.9529 -0.8107 -0.39 0.10 -0.01
C 2.0105 2.9515 1.8747 -0.19 -0.71 1.99
O 2.0653 1.7998 2.3629 0.07 0.95 -1.15
N 0.9564 3.3477 1.1167 0.12 -0.60 -0.19
N 2.9280 3.9054 2.2335 -0.96 -0.78 -0.84
H 0.7613 4.3026 0.8783 0.18 0.03 0.04
H 0.2038 2.6600 1.0313 0.12 0.43 0.08
H 2.6883 4.8528 2.0193 0.71 0.27 0.17
H 3.7404 3.5725 2.7181 0.07 0.41 0.11
N -0.2997 -4.2196 -3.5696 0.83 0.89 0.75
C -1.4390 -4.9638 -3.5581 -0.80 -0.51 -0.60
C -2.5051 -4.1127 -3.7021 0.28 0.40 0.58
C -1.9727 -2.8066 -3.6842 0.08 0.65 -0.37
C -0.6020 -2.8739 -3.5626 -1.29 -0.41 -0.88
H 0.6414 -4.5189 -3.3917 -0.07 -0.42 -0.09
H -1.4611 -6.0411 -3.5640 0.35 0.01 0.12
H -3.5681 -4.2832 -3.6742 0.08 -0.52 -0.16
H -2.5886 -1.9241 -3.7866 0.26 0.18 0.11
H 0.1215 -2.0816 -3.5807 0.26 -0.20 0.15
N -1.3903 4.2105 -1.1395 0.54 1.00 0.56
C -2.4957 4.2661 -1.9256 -0.10 -0.52 -0.66
C -2.5047 5.4652 -2.5907 -0.19 -0.04 0.60
C -1.4319 6.2335 -2.0606 0.11 -0.12 -0.58
C -0.7472 5.4208 -1.1929 -0.14 0.22 -0.15
H -1.0539 3.4540 -0.5654 -0.51 -0.46 -0.11
H -3.1532 3.4196 -2.0196 0.07 -0.07 -0.07
H -3.2108 5.7212 -3.3620 -0.06 0.23 0.11
H -1.1789 7.2316 -2.3763 0.14 0.03 0.16
H 0.1378 5.6195 -0.6112 0.02 0.00 -0.09
N 5.6713 0.2828 -2.8105 -0.44 0.02 0.35
C 6.0048 1.5812 -2.5011 0.19 -0.78 -0.83
C 5.1324 2.0150 -1.5479 -0.57 0.53 -0.26
C 4.1797 0.9721 -1.2978 1.19 0.41 -0.38
C 4.5774 -0.0775 -2.0858 -0.74 -0.42 0.51
H 6.0429 -0.2906 -3.5426 0.29 0.11 -0.01
H 6.7622 2.0195 -3.1299 0.09 0.45 0.45
H 5.0726 3.0399 -1.2169 0.09 -0.08 0.26
H 3.3454 1.0248 -0.6286 0.04 -0.19 0.16
H 4.1676 -1.0753 -2.1125 0.03 0.01 -0.20
N -4.2828 0.8455 -3.7797 -0.17 -0.89 0.12
C -3.7482 0.7343 -2.5209 0.00 0.62 -0.67
C -2.4108 0.9984 -2.6504 0.04 -0.17 1.12
C -2.1276 1.2234 -4.0062 0.41 -0.74 -0.46
C -3.2891 1.0211 -4.7116 -0.36 0.26 0.48
H -5.2321 0.5783 -3.9678 0.02 0.05 -0.29
H -4.3943 0.5268 -1.6893 0.00 0.26 0.10
H -1.6967 1.0114 -1.8414 0.03 0.10 0.01
H -1.1170 1.3485 -4.3599 -0.17 0.16 -0.38
H -3.5296 0.8745 -5.7495 0.20 0.42 -0.13
```
Forces are in eV/Å.

Results
HOMO: -8.30 eV
molecular weight: 688.8 g/mol
SMILES: c1cc[nH]c1.c1cc[nH]c1.c1cc[nH]c1.c1cc[nH]c1.NC(N)=O.NC(N)=O.NC(N)=O.NC(N)=O.NC(N)=O.NC(N)=O.NC(N)=O
total charge: 0
gap between HOMO and LUMO: 8.541 eV

Formula: C4H11N2
Source: the OMol25 dataset
Level of theory: the ωB97M-V functional and the def2-TZVPD basis

```
17
Properties=species:S:1:pos:R:3:forces:R:3
C -1.1648 -1.3768 -0.0762 -0.97 -1.23 0.67
C -0.5776 -2.4669 -0.6401 0.01 1.07 -1.18
C -0.8551 0.4254 -1.5079 -0.85 -1.65 1.79
N -0.8908 0.0273 -0.2546 0.25 -0.70 -4.37
H -2.0392 -1.5187 0.5869 1.20 -0.05 0.55
H -0.1874 -2.4392 -1.7169 0.45 0.23 2.00
H -0.5374 -3.4445 -0.1251 -0.90 0.61 -0.62
H -0.4944 1.4232 -1.6949 -0.08 0.23 -0.36
H -1.2247 -0.2720 -2.3310 0.63 1.19 0.95
C 1.7974 2.0075 0.7609 -0.44 0.46 0.62
N 1.0373 0.8508 1.3605 -0.26 0.78 -0.26
H 1.0609 2.8353 0.5917 0.76 -0.80 -0.01
H 2.5522 2.3527 1.5035 -0.43 -0.30 -0.82
H 2.2249 1.6433 -0.1769 0.12 0.36 0.26
H 0.3514 0.4439 0.6442 -0.20 0.33 0.21
H 0.4178 1.1926 2.1078 0.57 -0.46 0.05
H 1.6514 0.1018 1.6495 0.14 -0.07 0.52
```
Forces are in eV/Å.

Results
HOMO: -13.09 eV
molecular weight: 87.1 g/mol
relative energy (zero: lowest compared OMol25 entry of this formula, charge and spin): 71.0 kcal per mole
total charge: +1
gap between HOMO and LUMO: 9.466 eV

Formula: C23H28ClNO5
Source: the OMol25 dataset
Level of theory: the ωB97M-V functional and the def2-TZVPD basis

```
58
Properties=species:S:1:pos:R:3:forces:R:3
C 2.4709 -5.0290 -3.8235 -0.40 0.29 0.04
C 1.5675 -3.9289 -4.3831 0.21 -0.24 -0.03
C 2.3238 -2.6238 -4.5808 0.03 0.14 -0.17
O 1.4994 -1.4526 -4.5053 -0.09 -0.15 0.18
C 0.9923 -1.2159 -3.2582 -0.16 0.14 -0.18
C 1.8311 -0.7903 -2.2345 -0.38 -0.06 0.19
C 1.3108 -0.5368 -0.9774 0.13 -0.04 -0.20
C -0.0440 -0.7006 -0.7220 -0.15 0.02 -0.01
Cl -0.5906 -0.4029 0.8960 0.09 -0.05 -0.06
C -0.9070 -1.1241 -1.7292 0.51 0.04 -0.21
C -0.3749 -1.3743 -3.0108 0.25 0.11 0.15
C -1.2966 -1.8490 -4.0841 -0.36 -0.13 0.44
O -1.1767 -1.5857 -5.2488 0.26 0.08 -0.60
C -2.4333 -2.6869 -3.6008 0.16 -0.08 -0.08
C -2.9645 -3.6727 -4.4239 -0.36 -0.01 0.42
C -4.0224 -4.4440 -3.9501 0.43 0.43 -0.09
C -4.5481 -4.1922 -2.6877 -0.05 -0.06 -0.03
C -4.0360 -3.1846 -1.8794 -0.06 -0.15 -0.32
C -2.9553 -2.4379 -2.3341 -0.27 -0.54 -0.30
C -2.3678 -1.3612 -1.5119 0.52 -0.19 -0.39
O -3.0227 -0.7290 -0.7365 -0.57 0.48 0.77
H 3.1806 -5.3870 -4.5616 0.21 -0.04 -0.02
H 1.8641 -5.8623 -3.4843 0.00 -0.23 -0.06
H 2.9944 -4.6418 -2.9524 0.24 -0.08 0.07
H 0.7194 -3.8195 -3.7104 -0.05 0.27 0.12
H 1.1670 -4.2284 -5.3482 -0.22 -0.08 -0.06
H 2.7393 -2.6085 -5.5835 0.09 0.14 -0.11
H 3.1649 -2.5235 -3.8913 -0.03 -0.07 0.23
H 2.8824 -0.6548 -2.4280 0.15 0.02 -0.04
H 1.9649 -0.2081 -0.1854 0.00 0.03 0.13
H -2.5578 -3.8268 -5.4105 0.09 0.03 -0.10
H -4.4214 -5.2172 -4.5869 -0.16 -0.15 0.06
H -5.3763 -4.7923 -2.3414 -0.07 -0.02 0.11
H -4.4728 -2.9912 -0.9125 0.04 0.11 0.12
C 2.7405 5.4061 5.5227 -0.05 -0.02 0.09
O 1.3390 5.5511 5.6241 0.10 -0.06 -0.08
C 0.6962 6.0476 4.4568 -0.16 0.10 0.03
C -0.1089 4.9800 3.7428 0.15 -0.16 -0.04
N 0.7439 3.9782 3.1164 -0.04 -0.09 0.16
C 0.0609 2.7800 2.6251 0.13 0.17 -0.05
C -0.7717 1.9360 3.5864 -0.11 -0.07 -0.08
O -0.0284 1.1896 4.5318 0.03 0.06 0.03
C 0.4255 1.9094 5.6606 0.04 -0.17 -0.03
H 3.1299 5.2831 6.5323 -0.04 0.00 0.01
H 3.0288 4.5247 4.9395 0.02 0.04 -0.07
H 3.2022 6.2920 5.0775 0.02 0.00 -0.03
H 1.4223 6.5106 3.7816 0.04 -0.08 -0.03
H 0.0049 6.8267 4.7888 0.01 0.02 -0.01
H -0.7085 5.4638 2.9653 -0.04 -0.01 0.00
H -0.8008 4.5483 4.4764 -0.07 0.05 0.03
H 1.4684 3.7001 3.7632 0.00 0.01 0.06
H 0.8272 2.1263 2.2024 -0.02 -0.01 -0.04
H -0.5876 3.0790 1.7948 -0.05 -0.02 0.02
H -1.2904 1.1924 2.9788 -0.02 0.01 0.03
H -1.5551 2.5169 4.0886 0.09 0.10 0.07
H -0.3046 2.6528 5.9904 0.01 0.07 -0.03
H 1.3851 2.3971 5.4689 -0.03 0.14 0.03
H 0.5768 1.1919 6.4672 -0.03 -0.02 -0.03
```
Forces are in eV/Å.

Results
HOMO: -8.55 eV
molecular weight: 433.9 g/mol
SMILES: CCCOc1ccc(Cl)c2c1C(=O)c1ccccc1C2=O.COCCNCCOC
total charge: 0
gap between HOMO and LUMO: 7.799 eV